An isolated molecule of C10H14N2S at a distorted geometry. Source: the Open Molecules 2025 dataset; level of theory: the ωB97M-V functional and the def2-TZVPD basis.

Computed properties:
Structure (SMILES) = C=CCn1c(=S)[nH]c(=C(C)C)c1=C
HOMO = -8.2 eV
Kohn-Sham gap = 0.317 Eh
F_max = 4.95 eV/A
Energy relative to the best compared isomer or geometry (same formula, charge and spin) = 81.7 kcal/mol

Geometry (Å):
H  1.304  -1.144  -1.943
C  0.695  -0.122  -0.127
C  -0.305  1.076  -0.515
H  2.248  -1.700  1.688
C  -0.751  1.638  -1.615
C  -0.532  1.176  -3.025
H  -0.524  0.099  -3.144
H  -1.033  3.606  -0.665
H  2.171  -1.521  -0.590
H  1.146  -0.964  3.129
H  1.145  -4.143  2.950
C  0.376  -2.483  1.677
H  -0.324  -2.228  0.923
H  0.361  1.613  -3.546
C  1.274  -1.294  2.033
C  0.490  -3.723  2.156
H  -2.433  2.618  -0.694
H  -1.396  1.524  -3.700
N  0.839  -0.055  1.277
H  -0.026  -4.536  1.701
N  -0.638  1.515  0.766
H  -1.475  2.069  0.756
C  1.449  -0.872  -0.985
S  -0.489  0.953  3.348
C  -0.092  0.730  1.771
C  -1.597  2.841  -1.324
H  -1.882  3.328  -2.305

***

An isolated molecule of C10H14N4 at a distorted geometry. Source: the Open Molecules 2025 dataset; level of theory: the ωB97M-V functional and the def2-TZVPD basis.

Computed properties:
Structure (SMILES) = [H]/N=C1\C(C)=N[C@@H](n2cccn2)C[C@H]1C
HOMO = -8.9 eV
Kohn-Sham gap = 0.357 Eh
F_max = 4.67 eV/A
Energy relative to the best compared isomer or geometry (same formula, charge and spin) = 44.2 kcal/mol

Geometry (Å):
C  -1.458  -1.226  0.090
H  2.185  -0.292  -2.637
C  -0.005  2.194  -0.231
C  -2.706  -2.030  -0.260
H  -1.637  -0.226  -2.411
H  0.362  2.891  0.558
H  -2.654  -2.019  -1.314
C  -0.293  0.569  1.695
H  -3.590  -1.489  0.032
H  -1.140  0.407  2.472
C  3.187  0.039  -0.746
N  -1.396  0.409  -1.723
C  2.150  -0.346  -1.593
C  -1.292  0.099  -0.515
H  2.953  0.256  1.446
H  0.398  1.233  2.050
H  -1.915  1.760  0.893
C  2.612  -0.155  0.479
N  -0.668  -1.750  0.947
H  0.755  1.516  -0.762
H  4.040  0.436  -1.120
H  -0.432  2.868  -1.035
N  1.091  -0.726  -0.951
C  0.464  -0.805  1.332
C  -0.916  1.215  0.493
H  -2.395  -2.906  0.318
N  1.369  -0.557  0.304
H  0.931  -1.364  2.190

***

A structure of composition C10H14N4O at a distorted geometry. Source: the Open Molecules 2025 dataset; level of theory: the ωB97M-V functional and the def2-TZVPD basis.

Computed properties:
HOMO = -16.2 eV
Total charge = +2
Kohn-Sham gap = 0.335 Eh
F_max = 4.09 eV/A
Energy relative to the best compared isomer or geometry (same formula, charge and spin) = 29.1 kcal/mol

Geometry (Å):
H  -3.368  -1.200  1.293
H  2.967  2.763  0.119
H  0.022  -2.461  -0.412
H  -1.095  0.591  -2.264
C  -0.719  -0.268  -0.577
N  0.123  -1.453  -0.411
C  4.551  0.482  0.384
N  2.438  1.816  -0.078
C  3.203  0.657  0.106
C  2.634  -0.690  -0.173
H  -1.369  -0.170  1.344
C  4.797  -0.866  0.269
H  5.804  -1.129  0.422
H  3.696  -2.569  -0.045
N  -1.834  -0.146  0.482
H  -2.103  1.996  0.908
H  -2.445  1.145  -0.737
O  -1.427  -0.151  -1.731
C  1.118  1.806  -0.398
H  -3.527  -1.101  -0.345
H  5.179  1.206  0.703
H  -2.293  -2.302  0.393
C  -2.748  -1.253  0.464
C  1.273  -0.675  -0.333
C  0.564  0.558  -0.351
H  0.607  2.678  -0.696
N  3.690  -1.587  -0.099
C  -2.514  1.130  0.335
H  -3.552  1.094  0.573

***

Which value of energy relative to the best compared isomer or geometry (same formula, charge and spin) does entry 3 give?
29.1 kcal/mol

***

Please write out number 2 again, unchanged.
An isolated molecule of C10H14N4 at a distorted geometry. Source: the Open Molecules 2025 dataset; level of theory: the ωB97M-V functional and the def2-TZVPD basis.

Computed properties:
Structure (SMILES) = [H]/N=C1\C(C)=N[C@@H](n2cccn2)C[C@H]1C
HOMO = -8.9 eV
Kohn-Sham gap = 0.357 Eh
F_max = 4.67 eV/A
Energy relative to the best compared isomer or geometry (same formula, charge and spin) = 44.2 kcal/mol

Geometry (Å):
C  -1.458  -1.226  0.090
H  2.185  -0.292  -2.637
C  -0.005  2.194  -0.231
C  -2.706  -2.030  -0.260
H  -1.637  -0.226  -2.411
H  0.362  2.891  0.558
H  -2.654  -2.019  -1.314
C  -0.293  0.569  1.695
H  -3.590  -1.489  0.032
H  -1.140  0.407  2.472
C  3.187  0.039  -0.746
N  -1.396  0.409  -1.723
C  2.150  -0.346  -1.593
C  -1.292  0.099  -0.515
H  2.953  0.256  1.446
H  0.398  1.233  2.050
H  -1.915  1.760  0.893
C  2.612  -0.155  0.479
N  -0.668  -1.750  0.947
H  0.755  1.516  -0.762
H  4.040  0.436  -1.120
H  -0.432  2.868  -1.035
N  1.091  -0.726  -0.951
C  0.464  -0.805  1.332
C  -0.916  1.215  0.493
H  -2.395  -2.906  0.318
N  1.369  -0.557  0.304
H  0.931  -1.364  2.190